{
  "formula": "C17H25IrN8O4S2",
  "method": "wB97M-V/def2-TZVPD",
  "orbital_gap_ev": [4.68, 4.75],
  "e_homo_ev": [-6.2, -6.2],
  "energy_ha": -2302.259679,
  "symbols": ["N", "H", "C", "H", "O", "C", "H", "S", "H", "H", "O", "H", "C", "H", "C", "N", "H", "H", "C", "O", "O", "H", "N", "C", "C", "C", "H", "H", "H", "H", "C", "H", "H", "C", "C", "C", "H", "H", "C", "S", "N", "C", "N", "H", "C", "H", "H", "Ir", "H", "N", "H", "N", "N", "C", "H", "H", "C"],
  "xyz": [[-0.46598, 1.23987, -0.74732], [1.73713, -3.59503, -2.41348], [-2.25023, 3.00636, 2.18751], [1.05564, 0.90515, -3.05556], [-3.12326, -2.46686, 1.41199], [2.62338, -1.37185, -0.64704], [-4.19816, 2.64968, 3.06445], [-0.87415, -0.55166, 4.51456], [-3.43438, 0.67585, 4.32377], [1.53951, -4.59908, -0.97084], [-2.52633, -1.54817, -0.42376], [-1.29389, 1.38006, -0.17511], [1.85466, -2.55263, -0.55374], [4.96519, 0.30580, -2.43984], [-1.43952, 0.75322, 3.58005], [-0.20788, -0.14658, -0.75930], [-1.95866, -4.38688, 2.86102], [-1.07651, -0.71124, -0.83789], [3.53319, -1.07823, -1.68844], [-1.79290, -0.79094, 1.44002], [0.62796, 0.97530, 2.50955], [2.94184, 1.33850, 1.20559], [-1.34757, -4.61757, 2.09059], [-3.17550, 2.31868, 2.97958], [-0.60337, 1.90329, -2.04769], [4.04694, 0.99595, -0.60909], [-2.00165, 3.35811, -1.26618], [-1.80025, -5.09310, 1.32304], [3.63326, -1.77858, -2.50151], [0.41614, -0.36193, -1.53100], [2.09144, -3.76548, -1.39660], [1.51788, 2.29160, -2.07262], [-2.59321, 1.11434, -2.36513], [-0.45993, -3.65302, 1.76154], [-1.66346, 1.22252, -2.91986], [-0.97154, 2.52424, 2.09878], [0.71163, 2.52848, -3.62796], [4.59783, 1.92174, -0.56364], [-1.02315, 3.34173, -1.74361], [0.06296, -2.56390, 3.09288], [-2.49594, -1.62198, 0.80926], [4.25234, 0.08357, -1.66139], [-0.58460, 1.40513, 2.73210], [-0.20339, 2.97727, 1.49430], [0.75851, 1.90292, -2.74348], [-0.29785, 3.80911, -1.08189], [-1.33930, 0.23254, -3.23068], [0.71270, -0.85443, 1.45095], [3.15137, -4.00970, -1.43731], [2.45115, -0.46068, 0.37979], [-2.51860, 3.90122, 1.64830], [0.87804, -2.52159, 0.36144], [0.11598, -3.58683, 0.61057], [-2.75642, 1.21651, 3.68244], [-1.07700, 3.91841, -2.66380], [-1.85733, 1.81396, -3.80963], [3.13524, 0.67684, 0.37132]],
  "mulliken_charge": [0.3348, 0.3340, -0.6692, 0.3929, -0.6855, 0.3866, 0.4032, -0.3428, 0.4247, 0.3931, -0.7675, 0.2011, 0.9799, 0.4353, 0.0606, -0.5306, 0.2694, 0.2324, -0.9770, -0.2476, -0.7927, 0.4872, -0.4450, -0.2794, 1.2262, -0.8115, 0.3766, 0.2692, 0.4631, 0.2119, -1.5980, 0.2951, 0.3762, 0.3787, -1.7359, -0.2429, 0.5011, 0.4408, -1.7031, -0.3185, 0.8751, -0.3748, 0.6285, 0.4334, -1.6802, 0.3422, 0.3078, 1.5876, 0.3922, -0.1866, 0.4714, 0.7259, -1.4576, -0.6867, 0.4678, 0.4932, -0.0655]
}



{
  "formula": "C17H25N2PtS",
  "method": "wB97M-V/def2-TZVPD",
  "multiplicity": 5,
  "s_squared": 6.034,
  "charge": 1,
  "orbital_gap_ev": [7.32, 6.23],
  "e_homo_ev": [-9.6, -11.0],
  "energy_ha": -1289.333241,
  "symbols": ["H", "N", "C", "H", "H", "C", "H", "H", "C", "C", "S", "C", "N", "H", "H", "C", "C", "C", "H", "H", "H", "H", "H", "H", "H", "C", "C", "C", "H", "C", "C", "H", "H", "Pt", "C", "H", "H", "C", "H", "C", "H", "H", "C", "H", "H", "H"],
  "xyz": [[-0.91165, 3.29868, 3.31509], [-0.36218, 2.50031, 3.60439], [1.76236, 0.91989, -0.69351], [-2.41881, 0.62666, -4.17596], [-0.75824, -1.71734, 1.89583], [-1.43427, -2.52800, -1.25385], [2.45250, -2.33974, -0.02443], [-1.34519, -3.15038, -2.13324], [0.21336, -1.04082, -3.93661], [1.94388, 0.90272, 0.74292], [-1.28296, 1.33452, 1.38733], [1.15227, 1.06103, 4.61272], [0.46884, 0.48861, 3.45469], [2.05761, 1.81515, 1.32212], [-3.16008, -0.81630, 1.07277], [-1.09759, -1.64591, 0.87090], [-2.63031, -1.88109, -0.83090], [-2.02935, 0.02205, -3.32900], [-2.39791, -1.01990, -3.44792], [2.22353, 1.21238, 4.41675], [0.35739, -3.05527, -0.11113], [1.06767, 0.41402, 5.49262], [0.61345, -0.48417, 3.17797], [1.08523, 3.27407, 4.88387], [-2.42503, 0.46859, -2.40253], [-0.53078, 0.06786, -3.24397], [1.79729, -0.50132, -1.13341], [-2.43975, -1.32661, 0.44995], [-0.30575, 2.06729, -4.04135], [0.43784, 2.39633, 4.81512], [2.23305, -0.43108, 1.15599], [-0.08000, -1.99090, -3.46187], [1.17386, 1.38905, -3.28810], [-0.19829, 0.00859, -0.43964], [-0.48808, -2.40992, -0.20483], [-0.24192, 1.91031, -2.27120], [1.73819, 1.79281, -1.36670], [0.07252, 1.43651, -3.22134], [-3.57227, -1.93876, -1.36946], [-0.36096, 1.38175, 2.85674], [-0.18974, 2.34313, 5.71657], [-0.02467, -1.12270, -5.01514], [2.16418, -1.28900, 0.03033], [2.53624, -0.72672, 2.16198], [1.82664, -0.82563, -2.17747], [1.30789, -0.89070, -3.86310]],
  "mulliken_charge": [0.2030, -0.1808, -0.5813, 0.4352, 0.7008, -0.5458, 0.6301, 0.6694, -1.4312, -0.9581, -0.4971, -0.5075, 0.0650, 0.4746, 0.4881, -0.3899, -0.5313, -1.2699, 0.2818, 0.2726, 0.6436, 0.3681, 0.2761, 0.3198, 0.2672, 1.1743, -0.1303, -0.8656, 0.4894, -0.5365, -0.5421, 0.1782, 0.2418, 1.1939, -0.9301, 0.3202, 0.6048, -1.3918, 0.5542, 0.2619, 0.2894, 0.4062, -1.2704, 0.7270, 0.4980, 0.5253]
}



{
  "formula": "C17H25N3O6S",
  "method": "wB97M-V/def2-TZVPD",
  "orbital_gap_ev": 9.05,
  "e_homo_ev": -8.8,
  "energy_ha": -1675.995023,
  "e_above_lowest_kj_mol": 1883.6,
  "symbols": ["C", "H", "C", "H", "C", "O", "C", "C", "C", "H", "H", "H", "H", "H", "C", "C", "C", "O", "C", "H", "H", "N", "C", "H", "C", "H", "H", "H", "H", "N", "H", "C", "C", "H", "C", "O", "H", "H", "C", "H", "H", "C", "H", "N", "H", "H", "O", "S", "O", "H", "O", "H"],
  "xyz": [[-1.12275, -1.13095, -1.17009], [0.10203, -1.84780, -6.25594], [-0.96083, -1.94559, 0.00498], [-2.08556, -0.55362, 0.77324], [-0.48094, -1.53293, -3.57076], [-1.08685, -1.24819, 4.57254], [-1.52789, -0.70119, 3.45928], [0.79220, -0.21383, 4.01443], [-0.09100, -0.49394, 5.20730], [-2.50311, -0.07386, 3.55593], [5.26220, 3.44506, 0.37379], [-0.93509, -2.67471, 2.31271], [1.53354, 2.01318, -1.43379], [-3.31570, -3.04237, -4.77756], [0.50750, 2.35779, 1.61513], [0.54621, 1.91090, 0.27775], [-1.39642, -2.52590, -4.45113], [3.53092, 3.12813, -0.94940], [2.65580, 2.91404, -0.04946], [5.33638, 4.12362, -1.27218], [4.34045, 4.94740, -0.16218], [-1.77595, -1.51360, 1.03389], [4.61879, 4.07428, -0.46430], [1.27976, -1.00174, 3.69037], [-1.66949, -2.22493, 2.55995], [1.40836, 3.06275, 3.35627], [0.66242, -1.42536, -3.87824], [-0.73341, -0.41624, -3.62425], [1.10180, 0.85307, 4.21443], [-0.54746, -2.05972, -2.14195], [-3.23321, -1.34253, -4.07004], [1.65253, 2.79057, 2.21066], [1.78139, 2.19731, -0.61042], [-0.81547, -3.46613, -4.28413], [2.68955, 3.22686, 1.43412], [-0.87231, 2.30585, 3.91838], [-1.57827, -0.74950, -5.95361], [-0.07563, -2.93641, -1.92250], [-2.59561, -2.51661, -4.13982], [0.37629, -1.16394, 5.93958], [3.44381, 3.86322, 1.74169], [-1.12188, -1.83132, -6.08220], [-0.30410, 1.12008, -0.08501], [-0.23412, -0.08991, 2.99674], [-1.55049, -2.49282, -6.58070], [-0.49772, 0.14037, 5.70188], [-1.82688, 1.52950, 1.84012], [-0.75062, 1.51287, 2.82738], [-1.56647, -0.07751, -1.34220], [-3.07597, -2.57948, -3.15137], [-0.59530, -3.27025, 0.23882], [-2.69543, -2.37398, 2.55186]],
  "mulliken_charge": [0.3772, 0.2037, 0.7040, 0.2633, -0.9443, -0.4623, -0.1450, -0.4137, -0.7807, 0.4808, 0.3110, 0.8231, 0.9663, 0.3078, -0.0561, 0.2786, 0.2880, -0.3690, 0.5145, 0.2896, 0.4410, -0.1789, -0.9735, 0.5247, -1.3234, 0.2760, 0.2820, 0.3510, 0.2135, -0.1020, 0.1948, -0.7909, -1.0647, 0.2647, -0.7172, -0.5934, 0.2729, 0.2515, -1.0679, 0.3642, 0.5346, -1.1521, 0.1881, 0.2891, 0.6002, 0.5434, -0.7294, 1.0415, -0.5991, 0.3875, -0.7924, 0.4275]
}